36
Properties=species:S:1:pos:R:3:mulliken_charge:R:1 method="wB97M-V/def2-TZVPD" charge=+2 spin_multiplicity=3 energy_ev=-28827.9889
Au -0.09 -0.45 -1.45 0.82
O -1.27 1.03 -2.48 -0.54
N -1.31 2.23 -2.17 0.03
N -0.47 2.56 -1.15 0.85
O 0.33 1.74 -0.65 -0.76
C -0.56 3.88 -0.69 0.65
C -1.37 4.81 -1.37 -0.22
C -1.44 6.09 -0.87 -0.63
C -0.73 6.43 0.28 -0.37
C 0.07 5.50 0.94 -0.53
C 0.17 4.22 0.46 -0.38
H -1.90 4.54 -2.27 0.47
H -2.05 6.83 -1.37 0.41
H -0.80 7.44 0.66 0.41
H 0.62 5.78 1.83 0.40
H 0.79 3.48 0.94 0.41
C 1.45 -4.62 1.74 -1.19
N 1.77 -3.43 0.94 0.08
C 3.18 -3.02 0.91 -1.26
C 0.86 -2.77 0.23 0.87
N 1.17 -1.87 -0.68 -0.61
N -0.46 -3.10 0.48 -0.18
C -1.57 -2.87 -0.31 0.62
N -2.65 -3.60 0.02 -0.38
N -1.57 -2.00 -1.27 -0.56
H 2.36 -5.18 1.91 0.42
H 0.76 -5.28 1.21 0.45
H 1.04 -4.34 2.72 0.35
H 3.64 -3.29 1.85 0.43
H 3.27 -1.94 0.81 0.48
H 3.72 -3.51 0.10 0.36
H 2.15 -1.79 -0.89 0.25
H -0.62 -3.63 1.32 0.25
H -2.58 -4.41 0.62 0.19
H -3.52 -3.47 -0.47 0.22
H -2.39 -1.96 -1.84 0.18